No. 1
{"formula": "C7H12NO2", "method": "wB97M-V/def2-TZVPD", "relative_energy_ev": 7.864, "lumo_ha": [-0.149, -0.237], "total_charge": 1, "gap_ev": [9.79, 5.74], "elements": ["C", "C", "C", "C", "C", "C", "C", "N", "O", "O", "H", "H", "H", "H", "H", "H", "H", "H", "H", "H", "H", "H"], "xyz": [[-3.150, 0.008, -0.203], [-1.800, 0.151, -0.140], [1.977, 1.045, 1.118], [1.217, -1.261, 0.625], [2.474, 1.093, -0.398], [1.842, -1.075, -0.804], [-4.525, 0.195, -0.546], [0.864, 0.062, 0.948], [-2.462, -0.646, 0.772], [2.925, -0.180, -0.680], [2.840, 0.622, 1.712], [1.725, 2.094, 1.326], [0.372, -1.993, 0.766], [2.136, -1.540, 1.310], [1.602, 1.191, -1.054], [3.353, 1.793, -0.495], [2.332, -2.062, -1.142], [1.017, -0.705, -1.467], [-5.150, -0.627, -1.035], [-4.458, 0.880, -1.351], [-5.160, 0.481, 0.259], [0.029, 0.472, 0.480]], "nbo_charge": [0.318, 0.046, -0.276, -0.295, -0.061, -0.083, -0.730, -0.287, -0.376, -0.453, 0.251, 0.262, 0.278, 0.245, 0.190, 0.252, 0.257, 0.203, 0.288, 0.263, 0.275, 0.431]}


No. 2
{"formula": "C20H17ClPt", "method": "wB97M-V/def2-TZVPD", "multiplicity": 3, "s2": 2.01, "lumo_ha": [0.182, 0.182], "total_charge": -2, "gap_ev": [4.04, 3.70], "elements": ["C", "C", "C", "H", "C", "C", "H", "H", "H", "H", "Pt", "Cl", "C", "C", "C", "H", "C", "C", "H", "H", "H", "H", "C", "C", "C", "C", "C", "C", "C", "C", "C", "C", "H", "H", "H", "H", "H", "H", "H"], "xyz": [[-2.265, -0.924, -0.086], [-1.634, -1.116, -1.334], [-1.401, 0.163, -1.891], [-1.352, -2.063, -1.762], [-1.849, 1.136, -0.971], [-2.395, 0.450, 0.138], [-2.738, 0.908, 1.047], [-2.492, -1.698, 0.624], [-0.942, 0.361, -2.844], [-1.759, 2.205, -1.072], [0.000, 0.000, 0.000], [0.158, -1.950, 1.541], [2.349, 0.121, 0.268], [1.975, 1.344, -0.329], [1.487, 1.066, -1.613], [1.966, 2.301, 0.160], [1.577, -0.332, -1.823], [2.117, -0.913, -0.667], [2.236, -1.965, -0.480], [2.655, -0.013, 1.290], [1.068, 1.785, -2.298], [1.240, -0.866, -2.697], [2.137, 3.044, 5.090], [2.623, 2.830, 3.816], [1.895, 2.079, 2.890], [0.632, 1.500, 3.175], [-0.196, 0.687, 2.258], [-1.350, 0.129, 2.895], [-1.743, 0.364, 4.198], [-0.998, 1.170, 5.006], [0.182, 1.726, 4.532], [0.924, 2.492, 5.450], [2.708, 3.622, 5.805], [3.586, 3.243, 3.540], [2.413, 1.974, 2.006], [-2.001, -0.548, 2.394], [-2.642, -0.100, 4.585], [-1.329, 1.331, 6.027], [0.569, 2.648, 6.463]], "lowdin_spin": [0.040, 0.080, -0.005, 0.005, 0.092, 0.098, 0.005, 0.002, -0.002, 0.006, 1.127, 0.014, 0.054, 0.107, 0.056, 0.006, 0.035, 0.046, 0.003, 0.002, 0.003, 0.001, 0.002, -0.003, 0.004, 0.024, 0.192, 0.008, 0.003, -0.010, 0.006, -0.001, 0.000, 0.000, 0.001, 0.000, 0.001, -0.001, 0.001]}


No. 3
{"formula": "C24H45FP2V", "method": "wB97M-V/def2-TZVPD", "relative_energy_ev": 0.000, "multiplicity": 3, "s2": 2.03, "lumo_ha": [-0.172, -0.171], "total_charge": 1, "gap_ev": [6.14, 6.17], "elements": ["V", "C", "C", "C", "C", "C", "C", "H", "H", "H", "C", "H", "H", "H", "C", "H", "H", "H", "C", "H", "H", "H", "C", "H", "H", "H", "C", "C", "C", "C", "C", "C", "C", "C", "H", "H", "H", "H", "H", "H", "H", "H", "H", "H", "H", "H", "P", "C", "H", "H", "H", "C", "H", "H", "H", "C", "H", "H", "H", "P", "C", "H", "H", "H", "C", "H", "H", "H", "C", "H", "H", "H", "F"], "xyz": [[0.075, 0.465, 0.675], [-0.451, 2.470, 0.646], [0.780, 2.318, 1.369], [1.145, 1.513, -0.780], [-0.197, 2.042, -0.710], [1.755, 1.712, 0.504], [-1.721, 2.938, 1.249], [-1.884, 2.436, 2.208], [-2.575, 2.660, 0.634], [-1.706, 4.020, 1.413], [-1.111, 2.062, -1.873], [-2.150, 2.291, -1.612], [-1.129, 1.092, -2.377], [-0.774, 2.777, -2.636], [1.747, 0.920, -1.983], [2.098, 1.684, -2.674], [1.022, 0.312, -2.517], [2.582, 0.269, -1.730], [3.107, 1.279, 0.925], [3.288, 1.492, 1.987], [3.852, 1.806, 0.322], [3.325, 0.209, 0.784], [1.029, 2.674, 2.779], [1.668, 3.560, 2.792], [1.572, 1.897, 3.321], [0.098, 2.859, 3.314], [-1.596, -0.806, -0.054], [-1.931, -0.640, 1.291], [-1.494, -1.362, 2.516], [-0.179, -2.111, 2.494], [0.898, -1.300, 1.830], [1.246, -1.470, 0.469], [0.477, -2.269, -0.532], [-1.056, -2.049, -0.674], [-2.288, -1.959, 3.021], [-0.311, -3.084, 1.982], [-1.263, -0.290, 3.253], [-1.618, -2.935, -0.343], [-2.115, -0.148, -0.749], [-2.778, 0.050, 1.458], [-1.256, -1.979, -1.750], [0.884, -2.051, -1.530], [2.277, -1.237, 0.150], [0.662, -3.346, -0.401], [0.111, -2.289, 3.551], [1.652, -0.908, 2.524], [-4.038, 2.189, -3.609], [-4.881, 3.730, -4.170], [-5.879, 3.469, -4.543], [-4.286, 4.205, -4.957], [-4.960, 4.429, -3.329], [-4.228, 1.246, -5.183], [-5.283, 1.272, -5.482], [-3.895, 0.212, -5.035], [-3.606, 1.701, -5.962], [-5.465, 1.458, -2.696], [-6.356, 1.526, -3.330], [-5.621, 2.011, -1.764], [-5.243, 0.415, -2.446], [3.637, -0.291, -4.205], [5.408, -0.212, -3.681], [6.016, -0.765, -4.407], [5.517, -0.649, -2.681], [5.726, 0.836, -3.636], [3.551, -2.093, -4.570], [4.353, -2.344, -5.274], [2.574, -2.319, -5.012], [3.651, -2.668, -3.642], [3.853, 0.300, -5.936], [4.559, -0.363, -6.450], [4.220, 1.333, -5.931], [2.884, 0.281, -6.447], [-1.010, 0.753, 3.574]], "lowdin_spin": [1.856, 0.001, 0.002, 0.001, -0.010, -0.005, 0.006, 0.001, 0.000, 0.001, 0.002, 0.000, -0.001, 0.000, 0.007, 0.000, 0.000, 0.000, -0.001, 0.000, -0.001, -0.001, 0.006, 0.001, 0.000, 0.000, -0.005, 0.018, 0.009, 0.012, 0.052, 0.015, 0.004, 0.000, 0.001, 0.003, 0.002, -0.001, 0.004, 0.001, 0.000, 0.000, 0.006, 0.002, 0.000, 0.006, 0.000, 0.000, 0.000, 0.000, 0.000, 0.000, 0.000, 0.000, 0.000, 0.000, 0.000, 0.000, 0.000, 0.000, 0.000, 0.000, 0.000, 0.000, 0.000, 0.000, 0.000, 0.000, 0.000, 0.000, 0.000, 0.000, 0.006]}


No. 4
{"formula": "C42H41CdFN5O2", "method": "wB97M-V/def2-TZVPD", "relative_energy_ev": 0.365, "lumo_ha": 0.078, "total_charge": -1, "gap_ev": 5.80, "elements": ["Cd", "C", "C", "O", "C", "C", "C", "N", "N", "C", "O", "C", "C", "C", "C", "C", "C", "H", "H", "H", "H", "H", "H", "H", "H", "H", "H", "H", "H", "C", "C", "N", "C", "C", "C", "C", "C", "C", "C", "C", "C", "N", "C", "H", "H", "H", "H", "H", "H", "H", "H", "C", "C", "C", "C", "C", "C", "C", "C", "C", "C", "C", "C", "N", "C", "C", "C", "C", "C", "C", "F", "H", "H", "H", "H", "H", "H", "H", "H", "H", "H", "H", "H", "H", "H", "H", "H", "H", "H", "H", "H", "H"], "xyz": [[-0.927, -0.809, 0.047], [-3.539, -4.135, 1.724], [-2.802, -2.807, 1.672], [-2.471, -2.437, 0.506], [-2.610, -2.135, 2.872], [-2.048, -0.835, 3.075], [-2.154, -0.259, 4.468], [-1.465, -0.165, 2.126], [-0.979, 1.096, 2.473], [-0.622, 1.794, 1.424], [-0.727, 1.484, 0.198], [0.036, 3.110, 1.726], [0.398, 3.938, 0.673], [1.046, 5.141, 0.910], [1.342, 5.528, 2.208], [0.986, 4.701, 3.267], [0.338, 3.501, 3.029], [-4.518, -4.018, 1.254], [-3.677, -4.500, 2.741], [-2.984, -4.871, 1.143], [-2.989, -2.622, 3.761], [-2.875, -0.823, 5.058], [-2.430, 0.792, 4.433], [-1.180, -0.310, 4.961], [0.181, 3.602, -0.332], [1.332, 5.772, 0.077], [1.853, 6.465, 2.395], [1.223, 4.992, 4.283], [0.069, 2.840, 3.839], [-0.949, -1.873, -4.508], [-0.825, -1.865, -3.111], [-1.592, -1.143, -2.325], [-2.547, -0.374, -2.880], [-2.733, -0.293, -4.267], [-1.901, -1.076, -5.083], [-3.737, 0.584, -4.806], [-4.507, 1.336, -3.996], [-4.354, 1.272, -2.569], [-5.132, 2.036, -1.683], [-4.929, 1.917, -0.334], [-3.949, 1.021, 0.124], [-3.219, 0.296, -0.686], [-3.395, 0.417, -2.006], [-0.284, -2.483, -5.102], [-0.061, -2.452, -2.627], [-2.019, -1.033, -6.160], [-3.851, 0.632, -5.882], [-5.255, 2.005, -4.406], [-5.876, 2.718, -2.079], [-5.500, 2.500, 0.375], [-3.738, 0.905, 1.180], [1.706, -0.438, 3.656], [2.265, -0.945, 2.326], [3.518, -1.786, 2.586], [2.560, 0.174, 1.343], [3.330, 1.249, 1.770], [3.671, 2.273, 0.908], [3.258, 2.198, -0.410], [2.491, 1.138, -0.885], [2.165, 1.174, -2.371], [0.732, 1.617, -2.652], [2.516, -0.100, -3.137], [2.109, 0.120, 0.011], [1.299, -0.977, -0.379], [1.973, -2.130, -0.600], [3.374, -2.229, -0.777], [4.013, -3.432, -1.027], [3.306, -4.621, -1.120], [1.925, -4.573, -0.944], [1.311, -3.372, -0.694], [-0.049, -3.385, -0.489], [1.477, -1.288, 4.304], [0.800, 0.147, 3.514], [2.436, 0.183, 4.180], [1.509, -1.591, 1.868], [4.299, -1.174, 3.043], [3.916, -2.218, 1.668], [3.288, -2.602, 3.274], [3.657, 1.288, 2.801], [4.252, 3.117, 1.255], [3.536, 2.986, -1.101], [2.819, 1.959, -2.773], [0.020, 0.971, -2.146], [0.532, 1.594, -3.727], [0.551, 2.626, -2.285], [1.880, -0.930, -2.843], [3.550, -0.399, -2.963], [2.385, 0.072, -4.208], [3.958, -1.320, -0.713], [5.089, -3.432, -1.152], [3.805, -5.561, -1.309], [1.311, -5.462, -0.982]], "mulliken_charge": [4.533, -1.508, 0.635, -0.951, -1.402, 0.250, -1.662, 1.289, -0.715, -0.457, -1.066, 0.257, 0.031, -0.790, -0.369, -0.739, -0.421, 0.294, 0.335, 0.299, 0.167, 0.467, 0.310, 0.220, 0.323, 0.394, 0.378, 0.380, 0.399, -1.046, -0.600, 0.019, -0.047, 1.062, -0.844, -0.866, -0.878, 1.134, -0.710, -1.148, -0.298, 0.255, -0.562, 0.486, 0.417, 0.389, 0.382, 0.383, 0.391, 0.428, 0.457, -0.988, 0.789, -1.614, 1.380, -0.549, -1.336, -1.161, 1.760, 0.218, -1.301, -1.503, -1.572, 2.730, 0.154, -1.272, -0.611, -0.784, -0.703, -0.359, -0.160, 0.475, -0.220, 0.304, -0.292, 0.301, 0.257, 0.454, 0.330, 0.373, 0.273, 0.542, 0.071, 0.536, 0.117, 0.027, 0.317, 0.552, 0.519, 0.421, 0.367, 0.471]}